C40H108O14 | the ωB97M-V functional and the def2-TZVPD basis

## Properties
E_LUMO (eV): 0.5083
Energy above the lowest of the compared OMol25 structures with the same formula, charge and spin (kJ/mol): 247.1
E (Ha): -2642.10061
HOMO-LUMO gap (Eh): 0.365
Strongest force on any atom (eV/Å): 2.575

Geometry as ORCA input:
```
! RIJCOSX wB97M-V def2-TZVPD def2/J DEFGRID3
* xyz 0 1
C 15.58 14.42 9.24
O 16.04 13.27 8.53
H 14.82 14.86 8.61
H 15.17 14.09 10.20
H 16.39 15.13 9.46
H 16.75 12.84 9.01
C 9.31 10.68 8.07
C 9.50 12.12 8.46
C 10.90 12.80 8.30
O 8.74 12.82 7.51
H 10.04 10.06 8.59
H 9.54 10.48 7.02
H 8.30 10.31 8.25
H 9.13 12.36 9.45
H 11.32 12.56 7.32
H 11.52 12.53 9.16
H 10.90 13.89 8.32
H 8.62 12.24 6.76
C 13.07 14.09 19.29
C 13.41 15.43 18.59
C 14.93 15.65 18.52
O 12.88 15.45 17.23
H 13.43 13.23 18.73
H 11.99 14.07 19.49
H 13.56 14.08 20.27
H 13.04 16.27 19.16
H 15.43 15.33 19.44
H 15.21 16.69 18.37
H 15.43 15.13 17.71
H 13.11 14.71 16.67
C 14.18 17.66 11.00
C 13.12 18.00 10.04
C 13.65 17.94 8.62
O 12.22 16.88 10.06
H 14.71 16.74 10.78
H 13.73 17.77 11.99
H 14.94 18.44 10.91
H 12.53 18.87 10.32
H 14.59 18.45 8.42
H 12.99 18.42 7.90
H 13.83 16.91 8.30
H 11.56 17.01 9.38
C 16.07 18.81 13.94
C 14.69 19.28 14.50
C 14.23 18.26 15.60
O 14.74 20.58 15.00
H 16.11 17.78 13.61
H 16.79 18.89 14.75
H 16.50 19.44 13.17
H 13.93 19.36 13.72
H 14.84 18.33 16.50
H 14.26 17.28 15.14
H 13.22 18.42 15.98
H 15.53 21.02 14.66
C 9.81 18.79 12.69
C 10.24 19.78 13.80
C 11.02 20.94 13.16
O 9.12 20.27 14.41
H 9.04 19.12 11.99
H 9.41 17.89 13.15
H 10.70 18.47 12.13
H 10.87 19.31 14.56
H 10.41 21.55 12.50
H 11.91 20.56 12.67
H 11.27 21.61 13.99
H 9.40 20.80 15.16
C 15.95 14.75 14.05
C 16.00 13.34 13.42
C 16.51 12.22 14.33
O 14.64 12.95 13.14
H 16.92 15.24 14.11
H 15.65 14.69 15.10
H 15.35 15.44 13.45
H 16.58 13.38 12.50
H 16.03 12.20 15.30
H 17.57 12.26 14.58
H 16.42 11.23 13.88
H 14.24 13.63 12.59
C 12.68 10.32 11.11
C 13.97 9.65 11.65
C 15.19 9.97 10.77
O 14.15 10.11 12.97
H 12.63 11.40 11.28
H 11.76 9.87 11.48
H 12.64 10.20 10.02
H 13.78 8.58 11.73
H 15.28 11.00 10.42
H 15.25 9.40 9.84
H 16.11 9.70 11.28
H 14.48 11.01 12.93
C 7.50 12.07 16.71
C 8.40 13.25 16.50
C 8.04 14.01 15.25
O 8.25 14.09 17.63
H 7.72 11.63 17.68
H 7.70 11.28 15.98
H 6.43 12.24 16.56
H 9.42 12.87 16.47
H 8.30 13.40 14.38
H 8.62 14.93 15.29
H 7.01 14.36 15.25
H 8.89 14.80 17.50
C 9.40 8.26 13.24
C 8.84 9.00 12.00
C 9.00 10.58 12.07
O 9.36 8.46 10.87
H 10.49 8.30 13.26
H 9.17 7.20 13.41
H 9.06 8.76 14.14
H 7.77 8.80 11.96
H 9.99 11.04 12.12
H 8.59 10.86 13.04
H 8.43 11.03 11.26
H 9.35 7.51 11.04
C 11.37 11.60 15.09
C 12.37 12.13 16.13
C 13.29 10.99 16.67
O 13.12 13.22 15.62
H 11.91 11.13 14.26
H 10.73 12.36 14.64
H 10.79 10.78 15.51
H 11.70 12.48 16.91
H 12.64 10.21 17.08
H 13.94 11.39 17.45
H 13.79 10.55 15.80
H 13.44 12.90 14.77
C 6.73 14.14 10.27
C 7.03 15.41 9.45
C 7.04 16.68 10.35
O 8.29 15.25 8.80
H 5.86 14.36 10.88
H 7.54 13.91 10.96
H 6.43 13.28 9.66
H 6.27 15.55 8.68
H 7.12 17.61 9.79
H 7.95 16.66 10.95
H 6.12 16.78 10.93
H 8.28 14.38 8.40
C 8.70 17.80 16.64
C 10.13 17.44 16.95
C 10.79 18.10 18.19
O 10.17 16.07 17.15
H 8.49 18.87 16.67
H 8.07 17.37 17.42
H 8.36 17.29 15.74
H 10.73 17.77 16.10
H 10.23 17.81 19.08
H 10.65 19.18 18.11
H 11.85 17.86 18.31
H 11.11 15.88 17.17
C 11.74 15.48 13.86
C 11.86 14.53 12.68
C 10.55 14.43 11.92
O 12.90 14.94 11.81
H 11.54 16.51 13.56
H 12.69 15.56 14.39
H 10.98 15.12 14.56
H 12.12 13.53 13.03
H 9.76 13.96 12.51
H 10.75 13.94 10.96
H 10.17 15.41 11.64
H 12.54 15.60 11.21
*
```

Results of the Löwdin charge analysis, in e, for atoms 1 through 4:
1. C -0.15
2. O -0.12
3. H 0.07
4. H 0.06